DFT (ωB97M-V/def2-TZVPD) results for a structure of composition C36H36BaF6N8O7S4Se in a non-equilibrium geometry.

Cartesian coordinates (Å):
Ba  1.578  -0.876  1.204
C  3.535  -3.210  5.601
S  3.717  -4.612  4.400
C  3.002  -4.023  2.961
S  1.453  -3.286  3.124
N  3.627  -4.161  1.834
N  3.651  -3.073  1.042
C  4.345  -3.251  -0.047
C  4.217  -2.365  -1.160
C  5.103  -2.577  -2.288
C  5.240  -1.450  -3.064
C  4.649  -0.266  -2.693
C  3.691  -0.119  -1.600
N  3.343  -1.368  -1.078
H  3.742  -3.565  6.631
H  2.544  -2.745  5.559
H  4.258  -2.416  5.396
H  5.098  -4.048  -0.051
H  5.668  -3.486  -2.441
H  5.848  -1.440  -3.991
H  4.810  0.628  -3.294
H  2.701  0.351  -1.916
O  -2.828  -2.356  0.631
C  -1.784  -1.841  1.123
O  -0.673  -1.670  0.467
C  -1.948  -1.514  2.603
C  -3.286  -1.750  3.130
C  -3.616  -1.374  4.443
C  -2.624  -0.831  5.253
C  -2.836  -0.498  6.643
C  -1.825  -0.058  7.461
C  -0.523  0.148  6.898
C  -0.294  -0.112  5.541
C  -1.331  -0.625  4.694
N  -1.035  -0.925  3.382
H  -4.022  -2.219  2.478
H  -4.612  -1.586  4.878
H  -3.905  -0.533  6.966
H  -2.060  0.149  8.507
H  0.274  0.601  7.486
H  0.639  0.105  5.077
F  -0.661  5.614  1.339
C  0.361  5.499  2.218
F  -0.194  4.847  3.237
F  0.723  6.679  2.664
S  1.900  4.296  1.429
O  1.514  3.880  0.128
O  3.004  5.251  1.538
N  1.826  2.784  2.204
S  2.618  2.557  3.554
O  1.800  2.831  4.705
O  3.314  1.272  3.463
C  3.991  3.865  4.137
F  4.475  3.457  5.333
F  4.843  3.692  3.175
F  3.802  5.203  4.294
O  6.152  2.262  -1.318
C  5.240  1.600  -1.016
N  4.311  0.906  -0.647
C  0.614  3.536  -5.379
C  -0.770  2.869  -5.589
C  -1.612  2.954  -4.320
C  -1.064  2.185  -3.087
N  -1.788  0.964  -2.787
C  -1.359  -0.311  -3.185
Se  0.079  -0.519  -4.267
N  -2.231  -1.217  -2.651
C  -2.000  -2.689  -2.642
C  -1.881  -3.242  -4.086
C  -2.982  -2.829  -5.115
C  -4.425  -3.302  -4.740
C  -3.287  -0.544  -2.033
C  -4.403  -1.064  -1.362
C  -5.354  -0.166  -0.940
C  -5.151  1.232  -1.167
C  -4.002  1.740  -1.796
C  -3.050  0.826  -2.207
H  1.122  3.614  -6.350
H  1.332  3.076  -4.681
H  0.420  4.540  -4.998
H  -0.697  1.780  -5.822
H  -1.331  3.334  -6.467
H  -2.611  2.562  -4.640
H  -1.766  3.996  -3.993
H  -1.092  2.864  -2.187
H  -0.023  1.875  -3.280
H  -2.750  -3.216  -2.050
H  -1.038  -2.788  -2.130
H  -1.845  -4.376  -3.995
H  -0.876  -2.969  -4.457
H  -2.793  -3.194  -6.145
H  -3.067  -1.724  -5.230
H  -4.480  -4.379  -4.502
H  -5.082  -2.998  -5.541
H  -4.819  -2.730  -3.874
H  -4.463  -2.109  -1.129
H  -6.298  -0.525  -0.584
H  -5.877  1.914  -0.806
H  -3.850  2.782  -2.010

Calculated values
E_LUMO, eV: 3.816
E_HOMO, eV: -1.66
Energy above the lowest of the compared OMol25 structures with the same formula, charge and spin, kJ/mol: 3.3
Total charge: -2
2S+1: 1